Arrangement w

Below is a 2-piece molecular cluster, C8H14N2O overall, with properties calculated with wB97M-V/def2-TZVPD.

Structure (ORCA input):
```
! RIJCOSX wB97M-V def2-TZVPD def2/J DEFGRID3
* xyz 0 1
C -1.218 -3.184 2.297
C -2.288 -2.918 1.267
C -1.721 -2.433 -0.071
C -1.224 -1.053 0.002
C -0.842 0.080 0.079
C 2.336 2.285 0.623
C 2.583 1.609 -0.720
C -0.414 2.583 -2.226
H -1.590 -3.389 3.320
H -3.006 -2.195 1.674
H -2.842 -3.854 1.124
H -0.899 -3.098 -0.380
H -2.494 -2.479 -0.851
H -0.499 1.099 0.149
H 1.678 1.678 1.264
H 3.277 2.428 1.167
H 1.867 3.264 0.477
H 3.045 0.625 -0.584
H 3.267 2.215 -1.330
H 0.724 0.773 -1.101
H -1.076 1.723 -2.083
H -0.841 3.483 -2.656
N 1.381 1.406 -1.519
N 0.831 2.561 -1.974
O -0.036 -3.210 2.053
*
```

Results
- SMILES: C#CCCC=O.C=NNCC


Arrangement x

Below is a 2-piece molecular cluster, C8H14N2O overall, with properties calculated with wB97M-V/def2-TZVPD.

Structure (ORCA input):
```
! RIJCOSX wB97M-V def2-TZVPD def2/J DEFGRID3
* xyz 0 1
C -1.066 -0.316 0.685
C -0.896 -1.779 1.030
C 0.518 -2.629 -0.678
C -0.372 -2.576 -1.672
C 1.521 1.672 2.554
C 0.921 1.792 1.223
C 0.403 1.903 0.144
C -0.189 2.003 -1.185
H -2.033 0.056 1.038
H -1.028 -0.161 -0.403
H -0.288 0.241 1.161
H -1.700 -2.398 0.599
H -0.915 -1.925 2.123
H 1.529 -2.993 -0.840
H -1.389 -2.205 -1.553
H -0.073 -2.913 -2.653
H 2.412 2.304 2.639
H 0.806 1.986 3.330
H 1.818 0.630 2.757
H 0.393 1.731 -3.129
H 1.637 1.499 -1.986
H -1.688 2.243 -2.302
N 0.754 1.947 -2.202
N -1.446 2.179 -1.302
O 0.369 -2.289 0.621
*
```

Results
- SMILES: [H]/N=C(\N)C#CC.C=COCC


In kJ/mol, relative to the most stable structure: arrangement w 42.8; arrangement x 0.0.